# 1
Formula: C3H8N2O
Source: OMol25
Level of theory: wB97M-V/def2-TZVPD

Computed properties:
Expectation value of S²: 0.757
Gap between HOMO and LUMO (alpha / beta): 11.4 / 5.0 eV
Energy above the lowest of the compared OMol25 structures with the same formula, charge and spin: 26.46 kcal per mole
2S+1: 2
Energy: -8258.7734 eV
LUMO level (alpha / beta): -3.55 / -9.55 eV
Charge: +1
HOMO (alpha / beta): -0.5486 / -0.5338 Ha

The geometry in XYZ format:
```
14
Properties=species:S:1:pos:R:3:forces:R:3
O 0.73536 -0.05729 -1.54902 -0.63 0.81 3.96
C 0.88988 0.06534 -0.28007 2.86 -1.27 -4.42
N -0.12353 0.19057 0.57852 -2.24 0.30 -0.75
C -1.51901 0.39079 0.17477 1.08 -2.36 3.67
N -2.09750 -0.57880 -0.69868 1.22 1.83 0.27
C 2.32745 -0.10076 0.31323 -0.23 0.76 0.87
H 0.05410 -0.16070 1.49222 -0.02 0.29 0.91
H -2.14369 0.22881 1.10875 0.75 1.08 -0.71
H -1.61839 1.38964 -0.23411 -0.50 0.56 -0.37
H -3.04219 -0.36636 -0.84483 -2.13 -0.12 -0.32
H -1.59494 -0.66186 -1.53583 1.43 -1.29 -1.93
H 2.61911 -1.17470 0.26729 -0.16 0.86 -0.10
H 3.09423 0.55586 -0.15621 -0.83 -0.75 -0.50
H 2.41912 0.27946 1.36396 -0.58 -0.70 -0.58
```
Forces are in eV/Å.

Löwdin charges in e: 0.051 -0.427 0.095 -0.127 0.332 0.017 0.152 0.183 0.180 0.132 0.114 0.105 0.103 0.090

# 2
Formula: C70H50BrF4GeMnO2P3
Source: OMol25
Level of theory: wB97M-V/def2-TZVPD

Computed properties:
Expectation value of S²: 6.097
Gap between HOMO and LUMO (alpha / beta): 6.5 / 7.3 eV
2S+1: 5
Energy: -274107.9323 eV
LUMO level (alpha / beta): -3.67 / -2.90 eV
Charge: +1
HOMO (alpha / beta): -0.3733 / -0.3733 Ha

The geometry in XYZ format:
```
132
Properties=species:S:1:pos:R:3:forces:R:3
Mn -0.53522 0.50433 -0.30887 0.28 0.24 -0.75
F 0.88771 -0.60848 0.42246 0.67 0.02 0.09
Ge 1.41388 -2.09166 1.31128 -0.40 0.84 -0.44
C 3.32818 -1.96070 1.42120 -0.12 -0.44 0.31
C 3.81778 -2.95966 2.27265 0.17 -0.08 0.10
C 5.16701 -3.06852 2.56945 -0.08 -0.02 -0.01
C 6.04999 -2.17239 1.98991 -0.11 0.14 -0.15
C 5.56569 -1.19274 1.12950 0.04 -0.05 0.13
C 4.20419 -1.04229 0.83386 0.54 0.07 -0.02
P 3.66085 0.23440 -0.39562 -0.03 -0.21 -0.09
C 4.96410 0.08366 -1.67938 -0.06 0.07 -0.15
C 5.15985 1.18275 -2.52191 0.05 -0.08 0.04
C 5.97791 1.08252 -3.63743 -0.04 0.04 0.04
C 6.60005 -0.12029 -3.94246 0.01 0.03 -0.03
C 6.40687 -1.21826 -3.12030 -0.04 -0.05 0.05
C 5.59245 -1.11915 -1.99814 -0.06 0.01 -0.04
C 4.05996 1.87261 0.34013 0.01 0.00 0.06
C 5.19176 2.21207 1.08457 -0.02 0.03 0.02
C 5.39564 3.51937 1.50460 -0.02 -0.05 -0.03
C 4.47995 4.51304 1.17535 -0.03 -0.02 -0.01
C 3.35681 4.19386 0.42795 0.00 -0.06 0.01
C 3.14666 2.87914 0.02368 0.15 0.13 0.07
C 0.45362 -1.73342 2.94393 -0.04 -0.05 0.17
C 0.71289 -2.66511 3.95712 -0.03 0.04 -0.03
C 0.16283 -2.54569 5.21843 -0.03 -0.01 0.05
C -0.65558 -1.46063 5.49320 -0.01 0.02 0.01
C -0.93321 -0.53934 4.49991 0.03 0.05 -0.13
C -0.41362 -0.66062 3.20112 -0.16 0.04 0.17
P -0.89546 0.76419 2.09115 -0.23 -0.07 0.70
C 0.09187 2.05866 2.92262 -0.04 -0.01 -0.23
C 1.47518 1.89511 2.84938 0.00 -0.04 -0.04
C 2.31907 2.75399 3.52812 0.03 0.06 0.03
C 1.78850 3.79350 4.28225 0.03 -0.01 -0.02
C 0.41485 3.96168 4.35847 -0.05 -0.02 -0.02
C -0.43811 3.09845 3.67978 0.03 -0.04 0.07
C -2.65262 1.05716 2.44926 0.00 0.02 -0.06
C -3.19165 2.32278 2.20615 0.01 0.01 0.01
C -4.54705 2.55211 2.37905 0.02 0.00 -0.02
C -5.38295 1.51352 2.76855 0.00 -0.03 0.00
C -4.86098 0.24531 2.97824 0.01 0.01 0.00
C -3.50159 0.01667 2.81909 0.03 0.11 0.05
C 0.53846 -3.47598 0.31165 0.07 -0.15 -0.04
C 1.12209 -4.73470 0.47908 0.06 0.03 -0.05
C 0.52965 -5.88028 -0.02366 -0.02 -0.07 0.00
C -0.67918 -5.77439 -0.68970 -0.04 0.04 -0.01
C -1.26723 -4.52942 -0.85804 0.00 0.04 0.03
C -0.67724 -3.35298 -0.38104 -0.18 -0.29 -0.08
P -1.63876 -1.80248 -0.74367 -0.10 -0.58 -0.23
C -3.28460 -2.31104 -0.11503 0.15 -0.01 0.25
C -4.45061 -2.32812 -0.86986 -0.04 0.01 0.05
C -5.64462 -2.75364 -0.29398 0.03 0.04 -0.01
C -5.68287 -3.16252 1.02972 0.01 0.00 0.02
C -4.52004 -3.14679 1.79100 0.02 0.00 -0.06
C -3.33266 -2.71987 1.22075 0.01 -0.14 -0.12
C -1.82745 -1.78617 -2.55909 -0.14 0.08 0.05
C -2.56344 -0.71736 -3.08566 0.12 -0.08 0.04
C -2.78749 -0.62413 -4.44839 0.01 0.00 -0.06
C -2.25791 -1.58291 -5.30429 -0.01 0.08 0.00
C -1.50529 -2.62702 -4.79282 0.10 -0.05 0.07
C -1.28782 -2.73203 -3.42324 -0.14 -0.07 -0.11
H 3.13457 -3.67895 2.72279 0.16 0.09 -0.04
H 5.51893 -3.84842 3.23386 -0.01 0.04 -0.04
H 7.11278 -2.24271 2.18901 -0.05 0.02 -0.02
H 6.27226 -0.54105 0.63525 0.06 0.03 0.01
H 4.66147 2.12102 -2.30865 0.03 0.02 0.00
H 6.12468 1.94603 -4.27438 -0.02 -0.02 0.01
H 7.22494 -0.20282 -4.82257 0.01 0.01 0.03
H 6.88652 -2.16102 -3.35617 -0.03 0.03 0.03
H 5.44429 -1.99036 -1.37342 -0.01 -0.05 -0.03
H 5.93241 1.46532 1.33378 0.00 -0.04 0.02
H 6.28087 3.76781 2.07728 -0.02 -0.01 -0.01
H 4.64746 5.53293 1.49918 0.00 -0.02 -0.02
H 2.64278 4.96282 0.15779 0.02 -0.04 0.01
H 2.27628 2.63380 -0.56790 -0.16 -0.05 -0.09
H 1.37303 -3.50509 3.75893 -0.11 0.05 0.05
H 0.38045 -3.28179 5.98200 0.00 0.03 -0.02
H -1.07636 -1.32541 6.48179 0.01 -0.01 -0.04
H -1.56774 0.30360 4.73988 -0.02 0.02 0.01
H 1.90172 1.08041 2.27224 0.01 0.02 -0.01
H 3.38958 2.61555 3.46158 0.02 0.01 -0.03
H 2.44780 4.47106 4.81074 -0.02 -0.03 -0.01
H -0.00391 4.76168 4.95649 0.01 -0.02 -0.03
H -1.50573 3.22941 3.77634 -0.01 -0.01 0.00
H -2.55494 3.12705 1.86173 -0.04 0.00 0.01
H -4.95192 3.53951 2.19239 0.02 -0.03 0.01
H -6.44255 1.69262 2.90196 0.03 -0.01 -0.01
H -5.51101 -0.57124 3.26731 0.02 0.02 -0.02
H -3.10696 -0.97463 2.98647 -0.02 0.09 0.07
H 2.06762 -4.82653 1.00741 -0.04 0.01 -0.07
H 1.00267 -6.84443 0.11353 -0.02 0.02 -0.01
H -1.17155 -6.65739 -1.07743 0.01 0.03 0.00
H -2.21409 -4.46721 -1.37941 -0.04 -0.01 0.00
H -4.44044 -2.02511 -1.90705 0.03 0.01 -0.05
H -6.54738 -2.77217 -0.89106 0.02 0.00 0.00
H -6.61338 -3.50276 1.46728 0.03 0.02 -0.02
H -4.54000 -3.47131 2.82480 0.01 0.00 -0.03
H -2.41863 -2.73206 1.80854 -0.01 -0.03 0.02
H -2.93995 0.05590 -2.42679 -0.05 0.04 0.02
H -3.35978 0.20539 -4.84529 0.05 -0.02 0.03
H -2.41389 -1.50013 -6.37260 -0.01 -0.01 0.03
H -1.06610 -3.35944 -5.46014 -0.03 0.02 0.04
H -0.68693 -3.54719 -3.04675 0.00 0.02 -0.04
F -6.62870 7.48960 0.01787 -0.09 0.04 -0.04
C -6.68224 6.76927 -1.11822 0.15 -0.17 -0.04
F -7.92356 6.27786 -1.23377 -0.04 0.12 0.02
F -6.48154 7.62144 -2.13609 -0.06 0.06 0.02
C -5.64673 5.67861 -1.10376 0.04 -0.02 0.05
C -4.31492 6.03325 -0.92175 0.01 0.00 -0.04
C -3.34487 5.05085 -0.85829 0.06 0.04 0.03
C -3.70417 3.70496 -0.97059 0.06 -0.13 0.10
C -5.03998 3.36205 -1.17300 -0.03 -0.06 0.00
C -6.01060 4.34941 -1.24181 0.02 -0.04 -0.03
C -2.70915 2.68124 -0.81379 -0.42 0.49 -0.28
C -1.86819 1.83240 -0.63793 0.37 -0.28 0.15
H -4.04347 7.07819 -0.83511 0.01 -0.04 0.03
H -2.30353 5.31295 -0.71353 -0.06 -0.01 -0.02
H -5.31182 2.31693 -1.26236 0.00 0.06 0.01
H -7.04787 4.08767 -1.39834 0.02 -0.02 0.02
Br 2.94644 -2.35005 -7.12288 0.03 0.00 -0.02
C 2.41487 -2.15518 -5.31768 -0.02 -0.01 -0.02
C 2.61917 -3.20638 -4.43493 -0.01 0.01 0.08
C 2.21159 -3.05861 -3.11545 0.08 0.04 0.04
C 1.61757 -1.87566 -2.69771 0.14 -0.17 0.06
C 1.40515 -0.84145 -3.59293 0.01 -0.02 -0.05
C 1.80981 -0.97846 -4.91567 -0.03 0.04 0.02
C 0.66661 0.40716 -3.19714 0.00 0.25 -0.09
O 0.36168 1.23972 -4.01388 -0.09 0.06 0.06
O 0.42643 0.50061 -1.90356 -0.33 -0.09 0.54
H 3.09137 -4.11976 -4.77581 -0.04 0.06 0.02
H 2.35726 -3.87178 -2.41143 0.00 0.03 -0.03
H 1.29293 -1.76192 -1.67439 0.04 0.04 -0.03
H 1.62952 -0.16773 -5.60883 0.00 -0.03 0.01
```
Forces are in eV/Å.

Here are the Löwdin charges for atoms 1 to 99, given in e: 0.664 -0.424 0.983 -0.254 -0.125 -0.059 -0.046 -0.099 -0.351 1.124 -0.365 -0.088 -0.073 -0.082 -0.078 -0.104 -0.383 -0.078 -0.081 -0.081 -0.073 -0.126 -0.240 -0.098 -0.052 -0.046 -0.087 -0.310 1.103 -0.326 -0.092 -0.061 -0.057 -0.060 -0.072 -0.350 -0.123 -0.058 -0.056 -0.056 -0.096 -0.262 -0.101 -0.055 -0.042 -0.090 -0.333 1.113 -0.343 -0.064 -0.061 -0.072 -0.083 -0.128 -0.359 -0.115 -0.054 -0.055 -0.055 -0.087 0.078 0.114 0.116 0.101 0.102 0.108 0.106 0.106 0.098 0.092 0.108 0.108 0.109 0.092 0.090 0.116 0.117 0.113 0.089 0.105 0.113 0.112 0.094 0.101 0.115 0.112 0.108 0.078 0.094 0.115 0.117 0.117 0.100 0.110 0.110 0.114 0.100 0.090 0.115

# 3
Formula: C12H17AgF2NO2Si
Source: OMol25
Level of theory: wB97M-V/def2-TZVPD

Computed properties:
Gap between HOMO and LUMO: 6.8 eV
Energy above the lowest of the compared OMol25 structures with the same formula, charge and spin: 0.00 kcal per mole
Energy: -35610.9682 eV
LUMO level: -5.77 eV
Charge: +1
HOMO: -0.4620 Ha

The geometry in XYZ format:
```
36
Properties=species:S:1:pos:R:3:forces:R:3
C 2.19555 -2.32192 1.45364 -0.30 0.17 0.04
Si 1.08594 -1.51800 0.18773 0.03 0.04 0.00
C 1.41603 -2.24579 -1.50463 -0.24 0.27 0.14
C -0.72537 -1.72921 0.66124 0.12 -0.17 -0.30
C -1.71472 -1.57891 -0.51209 -0.22 -0.12 0.29
C -2.30421 -0.19611 -0.63431 -0.20 0.42 -0.13
F -2.95042 -0.05064 -1.82605 0.22 -0.16 0.23
F -1.26218 0.72216 -0.67342 -0.09 -0.09 -0.04
N -3.24350 0.09786 0.39690 0.37 0.26 -0.30
C -3.93549 1.33285 0.32290 0.12 -0.25 0.36
O -3.57749 2.30758 -0.26692 -0.16 0.05 -0.31
O -5.06208 1.24133 1.04668 0.09 0.08 -0.08
C 1.45436 0.34412 0.12773 0.20 0.04 -0.02
C 1.78414 0.98798 -1.06313 0.06 0.16 0.11
C 1.95308 2.37828 -1.08841 0.66 0.01 -0.03
C 1.84142 3.15544 0.06876 0.04 -0.16 0.00
C 1.52495 2.51804 1.25722 0.03 0.08 -0.13
C 1.33888 1.14037 1.27479 -0.01 -0.09 -0.13
H 3.22711 -2.32593 1.10506 0.07 -0.04 0.08
H 1.86872 -3.34777 1.62820 0.10 -0.07 -0.03
H 2.14413 -1.80260 2.41231 0.09 0.00 0.02
H 0.95067 -1.64264 -2.28637 0.06 -0.03 -0.09
H 0.98317 -3.24327 -1.58224 0.12 -0.10 0.02
H 2.48894 -2.30168 -1.68712 0.02 -0.08 -0.09
H -0.81367 -2.74513 1.05404 -0.02 0.00 0.07
H -0.97428 -1.06378 1.49039 -0.01 0.01 0.07
H -2.55213 -2.26365 -0.38224 -0.04 0.02 -0.07
H -1.25854 -1.81728 -1.47120 0.04 0.04 -0.05
H -2.88017 -0.09446 1.32003 -0.34 -0.24 0.09
H -5.51696 2.09169 0.95495 0.02 0.02 0.12
H 1.86023 0.43490 -1.99115 -0.05 -0.05 -0.01
H 2.11821 2.88113 -2.05450 -0.94 0.24 -0.29
H 1.95849 4.22983 0.03155 -0.01 0.01 -0.03
H 1.40879 3.10333 2.15867 -0.01 -0.05 0.05
H 1.07582 0.67122 2.21617 0.01 0.00 0.04
Ag 4.09262 2.65067 -2.14515 0.17 -0.22 0.42
```
Forces are in eV/Å.

Löwdin charges in e: -0.162 0.583 -0.168 -0.212 -0.128 -0.551 0.111 0.071 0.174 -0.562 0.143 0.135 -0.229 -0.113 -0.206 -0.078 -0.048 -0.054 0.037 0.041 0.034 0.030 0.048 0.040 0.087 0.075 0.131 0.107 0.143 0.136 0.094 0.062 0.113 0.118 0.114 0.884

# 4
Formula: C3H8N2O2
Source: OMol25
Level of theory: wB97M-V/def2-TZVPD

Computed properties:
Expectation value of S²: 0.758
Gap between HOMO and LUMO (alpha / beta): 10.6 / 6.2 eV
Energy above the lowest of the compared OMol25 structures with the same formula, charge and spin: 88.89 kcal per mole
2S+1: 2
Energy: -10304.2186 eV
LUMO level (alpha / beta): -4.72 / -9.06 eV
Charge: +1
HOMO (alpha / beta): -0.5629 / -0.5625 Ha

The geometry in XYZ format:
```
15
Properties=species:S:1:pos:R:3:forces:R:3
O 1.70646 -0.95576 1.61250 -4.23 1.10 -2.23
C 0.76809 -0.47200 0.93263 1.78 3.70 2.18
N -0.16618 0.52646 1.32448 0.76 -2.82 -0.90
C -1.23216 1.17725 0.38333 1.89 1.56 -0.85
O -2.43651 0.48447 0.09025 1.80 0.36 1.37
C 1.15030 -0.35218 -0.67007 3.12 -2.48 -1.03
N 0.39296 -1.43983 -1.28571 -0.78 4.40 -1.31
H 0.10034 0.71490 2.29449 -1.24 0.64 -0.10
H -0.66984 1.18675 -0.58018 -0.45 0.38 0.69
H -1.35156 2.30175 0.69332 -0.03 -2.38 -0.08
H -2.41733 -0.20516 0.75436 -0.92 -0.60 0.24
H 2.30668 -0.56282 -0.41520 -2.57 -0.24 -1.51
H 1.25293 0.59967 -1.32327 -1.30 -0.80 1.92
H -0.37745 -1.02220 -1.94103 1.33 -1.15 1.95
H 0.97325 -1.98128 -1.86992 0.86 -1.65 -0.35
```
Forces are in eV/Å.

Löwdin charges in e: 0.179 -0.280 0.121 -0.178 -0.009 -0.120 0.143 0.162 0.095 0.175 0.093 0.171 0.176 0.175 0.097

no.,maximum force (eV/A)
1,5.4
2,1.0
3,1.0
4,4.9